Entry 1:
Here is CH2S2 as an isolated structure in a non-equilibrium geometry from the Open Molecules 2025 dataset. Energies are from the ωB97M-V functional and the def2-TZVPD basis.

Geometry as XYZ:
```
5
Properties=species:S:1:pos:R:3
C -0.36 0.08 0.27
S -3.87 -1.91 1.63
H 0.36 0.44 0.94
S -1.76 -0.23 1.09
H -0.17 -0.23 -0.86
```

For the relative energy (zero: lowest compared OMol25 entry of this formula, charge and spin), the calculation gives 83.7 kcal/mol. For the gap between HOMO and LUMO (spin up / spin down), the calculation gives 6.99 / 7.17 eV. The value obtained for the HOMO energy (spin up / spin down) is -0.3402 / -0.3431 hartree.

Entry 2:
Here is a 15-piece molecular cluster, CH31NO16 overall in a non-equilibrium geometry from the Open Molecules 2025 dataset. Energies are from the ωB97M-V functional and the def2-TZVPD basis.

Geometry as XYZ:
```
49
Properties=species:S:1:pos:R:3
O -1.08 -1.92 -2.45
H -0.10 -3.12 0.87
H -0.40 -1.59 -1.80
H -2.25 -1.41 1.27
O 2.83 -0.06 2.47
O -0.65 -1.12 2.98
H -0.52 -3.56 2.22
C -2.72 0.59 1.48
H -0.20 3.84 1.67
H -1.45 1.03 -3.66
H 1.85 3.93 1.17
H 3.33 -1.50 -0.89
O 1.91 -2.57 -2.23
H 2.25 -0.80 2.51
H 2.33 -0.35 -1.26
H -1.48 3.41 -0.71
O 3.47 -1.12 0.03
O 1.58 0.26 -1.54
H 3.11 -0.20 1.57
H -0.79 2.24 -1.10
H -1.14 -1.55 3.71
O -2.11 0.91 2.55
H 2.03 2.91 2.36
N -3.06 -0.71 1.09
H 1.43 0.82 -0.83
H 0.40 1.89 1.17
H -3.49 -0.67 0.15
H 0.45 0.30 1.70
H -0.99 -0.36 3.19
H 0.72 1.90 -3.24
H -0.06 -4.51 -0.42
H 1.50 -1.69 -2.62
H 1.28 -3.25 -2.07
H 2.14 1.12 -2.95
H -2.62 2.46 0.73
O -0.90 -3.58 1.25
H -1.20 2.61 1.93
O 0.17 -3.62 -0.90
O -3.24 1.50 0.63
O -1.32 2.80 -1.51
O -1.08 3.46 1.46
H 3.38 -1.80 0.63
O 1.66 1.73 -3.57
H -2.56 0.88 -2.54
O 0.58 0.99 1.00
O 1.47 3.72 2.02
O -2.14 0.40 -3.21
H -0.62 -3.39 -1.36
H -1.70 -1.24 -2.95
```

For the relative energy (zero: lowest compared OMol25 entry of this formula, charge and spin), the calculation gives 9.2 kcal/mol. For the gap between HOMO and LUMO, the calculation gives 10.40 eV. The value obtained for the HOMO energy is -0.3900 hartree.

Entry 3:
Here is a 16-piece molecular cluster, CH33O16 overall in a non-equilibrium geometry from the Open Molecules 2025 dataset. Energies are from the ωB97M-V functional and the def2-TZVPD basis.

Geometry as XYZ:
```
50
Properties=species:S:1:pos:R:3
C -0.17 -0.22 -0.09
H 1.37 0.37 -1.61
H -2.00 1.01 -1.19
H 1.09 2.53 2.75
O -1.44 -1.93 -2.17
O -2.85 1.37 -1.14
H -1.52 -0.96 3.98
H 1.58 2.52 0.33
H -2.04 -0.96 2.49
H -0.77 -1.10 0.05
O -2.71 -2.18 1.41
H -3.07 -2.95 1.78
H -1.83 1.50 -3.84
O 2.33 0.41 -1.88
O -1.13 0.83 -3.92
O 2.90 1.22 1.26
O -1.67 2.56 1.10
H 0.23 -1.31 2.34
H -0.34 3.49 -1.28
H -0.69 0.79 -3.08
H -0.68 4.74 -2.09
H 0.33 1.73 3.67
H 4.27 -1.85 -0.84
H 3.40 -0.55 -0.95
H 3.19 0.29 1.38
H 0.60 1.83 -0.56
H 1.34 -1.22 1.51
O -1.05 3.91 -1.75
H -2.78 2.13 -0.68
H -0.11 -3.43 -0.31
H 2.08 1.27 1.76
H 1.39 -3.30 -1.55
H -1.11 -1.07 -1.88
H -0.45 0.52 0.71
O -0.98 -3.68 0.08
H -2.31 1.86 1.28
H -2.34 -1.90 -1.88
H 0.82 -0.40 0.13
O 1.55 -2.88 -0.71
H 2.31 0.15 -2.82
O -1.59 -0.41 3.19
O -0.31 0.50 -1.29
H -0.62 -4.01 0.96
O 0.73 1.66 2.81
H -2.07 -2.51 0.75
O 3.81 -1.21 -0.33
O 0.90 2.71 -0.32
H 2.15 -2.17 -0.86
H -0.89 2.01 1.04
O 1.08 -1.71 2.25
```

For the relative energy (zero: lowest compared OMol25 entry of this formula, charge and spin), the calculation gives 21.0 kcal/mol. For the gap between HOMO and LUMO, the calculation gives 8.29 eV. The value obtained for the HOMO energy is -0.2106 hartree. As for the total charge: -1.

Entry 4:
Here is a 18-piece molecular cluster, CH38N2O18 overall in a non-equilibrium geometry from the Open Molecules 2025 dataset. Energies are from the ωB97M-V functional and the def2-TZVPD basis.

Geometry as XYZ:
```
59
Properties=species:S:1:pos:R:3
H -1.48 2.38 2.63
H 0.34 2.18 -2.69
H -2.43 -0.97 -2.10
H 0.11 -3.46 -2.59
H 2.76 -0.68 -1.73
O -1.87 -1.64 -1.79
O 1.40 2.81 4.31
H 0.45 1.26 -1.44
H 1.66 2.76 1.64
O 3.20 0.42 3.68
O 1.47 -0.17 -4.82
H 3.80 -0.32 3.78
H -2.78 -4.31 -0.32
N -0.41 0.24 1.40
H 0.17 -1.89 -4.56
H -2.81 -2.12 2.39
H -2.99 1.79 2.33
H -3.44 1.09 -2.60
H -0.31 -0.74 1.23
O 1.65 0.44 -0.44
O 0.26 3.94 1.34
O 0.97 -1.90 0.43
O -2.13 -2.64 2.18
H 3.05 2.26 1.86
H -0.21 3.82 2.08
O -2.64 0.14 0.87
H 3.55 -0.62 -3.02
H -1.30 -1.79 -4.19
H 1.86 3.62 4.15
O -0.41 -2.34 -4.01
H 0.76 -2.53 -0.32
O -2.15 -3.54 -0.25
H 0.89 -2.56 1.23
O -1.39 3.89 -0.75
H 0.38 -1.69 3.60
H -1.90 1.24 -2.60
H -0.91 -1.46 -1.78
H -0.46 -3.70 -1.23
H 2.69 0.09 2.99
O -2.58 0.78 -3.00
C -1.73 0.70 1.45
O 0.34 -3.71 -1.75
H 2.08 1.01 0.23
H 2.34 0.01 -5.09
H -0.48 -2.81 2.88
H -2.08 -2.83 1.23
H -1.13 2.98 -1.09
H 2.11 2.08 4.18
N -2.07 2.00 1.92
O 2.99 -0.10 -2.46
O 2.12 2.01 1.81
H -1.87 3.48 0.03
H 0.34 0.81 1.59
H -0.17 4.14 0.46
O 0.30 -2.49 3.17
H -2.33 -2.83 -0.61
O -0.21 1.71 -1.96
H 1.29 0.06 -3.89
H 1.33 -0.32 0.02
```

For the relative energy (zero: lowest compared OMol25 entry of this formula, charge and spin), the calculation gives 164.3 kcal/mol. For the gap between HOMO and LUMO, the calculation gives 10.06 eV. The value obtained for the HOMO energy is -0.3647 hartree.

Entry 5:
Here is CH3AuO3S as an isolated structure in a non-equilibrium geometry from the Open Molecules 2025 dataset. Energies are from the ωB97M-V functional and the def2-TZVPD basis.

Geometry as XYZ:
```
9
Properties=species:S:1:pos:R:3
H 1.34 -2.23 -0.24
H 0.40 -2.27 1.27
H -0.43 -1.99 -0.28
O 0.65 -0.38 0.45
O 0.03 2.48 -1.36
O -1.36 2.07 0.59
S -1.05 3.18 -0.48
Au -0.08 0.89 -0.25
C 0.49 -1.75 0.30
```

For the relative energy (zero: lowest compared OMol25 entry of this formula, charge and spin), the calculation gives 0.0 kcal/mol. For the gap between HOMO and LUMO (spin up / spin down), the calculation gives 10.40 / 7.70 eV. The value obtained for the HOMO energy (spin up / spin down) is -0.5182 / -0.6086 hartree. As for the expectation value of S²: 3.761. As for the total charge: +1. Its multiplicity is 4.

Entry 6:
Here is one molecule with the formula CH3BBr2O in a non-equilibrium geometry from the Open Molecules 2025 dataset. Energies are from the ωB97M-V functional and the def2-TZVPD basis.

Geometry as XYZ:
```
8
Properties=species:S:1:pos:R:3
Br 1.45 1.74 -0.98
B 0.70 0.89 0.70
H -1.25 -1.63 -0.05
H 0.14 -1.14 -0.96
Br 1.47 1.18 2.42
O -0.39 0.04 0.59
H -1.38 -0.33 -1.24
C -0.74 -0.74 -0.47
```

For the gap between HOMO and LUMO, the calculation gives 11.02 eV. The value obtained for the HOMO energy is -0.3888 hartree. Its SMILES is COB(Br)Br.

Entry 7:
Here is a 2-piece molecular cluster, CH3Br overall in a non-equilibrium geometry from the Open Molecules 2025 dataset. Energies are from the ωB97M-V functional and the def2-TZVPD basis.

Geometry as XYZ:
```
5
Properties=species:S:1:pos:R:3
H -0.54 -0.21 1.11
C 0.09 0.26 0.30
Br 1.80 -0.36 -0.05
H -0.11 1.21 -0.01
H -1.25 -0.89 -1.35
```

For the relative energy (zero: lowest compared OMol25 entry of this formula, charge and spin), the calculation gives 98.5 kcal/mol. For the gap between HOMO and LUMO (spin up / spin down), the calculation gives 8.28 / 10.03 eV. The value obtained for the HOMO energy (spin up / spin down) is -0.3194 / -0.3766 hartree.

Entry 8:
Here is CH3Br2PS as an isolated structure from the Open Molecules 2025 dataset. Energies are from the ωB97M-V functional and the def2-TZVPD basis.

Geometry as XYZ:
```
8
Properties=species:S:1:pos:R:3
H -2.50 1.08 -0.19
S -1.35 -1.13 0.75
H 1.31 -0.65 1.30
H -2.26 -0.37 -1.66
Br 1.19 1.61 0.21
P -1.49 0.25 -0.66
Br 3.18 -0.79 -0.43
C 1.92 0.00 0.68
```

For the relative energy (zero: lowest compared OMol25 entry of this formula, charge and spin), the calculation gives 113.0 kcal/mol. For the gap between HOMO and LUMO (spin up / spin down), the calculation gives 8.22 / 6.27 eV. The value obtained for the HOMO energy (spin up / spin down) is -0.3269 / -0.3094 hartree.

Entry 9:
Here is CH3Br3Ca2F2O4P as an isolated structure in a non-equilibrium geometry from the Open Molecules 2025 dataset. Energies are from the ωB97M-V functional and the def2-TZVPD basis.

Geometry as XYZ:
```
16
Properties=species:S:1:pos:R:3
Ca -0.24 -1.55 0.70
Br -3.97 0.74 1.13
O 1.47 -2.44 -0.27
Br -1.09 1.20 2.65
O 1.27 0.14 0.83
C -2.50 2.09 1.53
H -1.42 0.24 -0.42
O -0.79 -0.17 -1.04
H -2.98 2.92 2.04
F 3.46 -3.04 -1.69
F 1.09 -2.39 -2.63
Ca 1.03 1.19 -1.06
P 2.18 -2.03 -1.51
Br -1.60 2.88 -0.02
H 1.49 0.81 1.50
O 2.60 -0.57 -1.75
```

For the relative energy (zero: lowest compared OMol25 entry of this formula, charge and spin), the calculation gives 14.9 kcal/mol. For the gap between HOMO and LUMO, the calculation gives 9.05 eV. The value obtained for the HOMO energy is -0.4986 hartree. As for the total charge: +1.

Entry 10:
Here is CH3Br3O as an isolated structure in a non-equilibrium geometry from the Open Molecules 2025 dataset. Energies are from the ωB97M-V functional and the def2-TZVPD basis.

Geometry as XYZ:
```
8
Properties=species:S:1:pos:R:3
C 1.40 -1.16 2.31
Br -0.06 -0.49 3.47
H -1.91 1.63 -4.47
Br 1.46 0.01 0.68
O -2.36 2.18 -3.79
H -2.02 1.85 -2.93
Br 1.17 -3.10 1.83
H 2.32 -0.92 2.89
```

For the relative energy (zero: lowest compared OMol25 entry of this formula, charge and spin), the calculation gives 4.2 kcal/mol. For the gap between HOMO and LUMO, the calculation gives 9.87 eV. The value obtained for the HOMO energy is -0.3860 hartree.

Entry 11:
Here is a 2-piece molecular cluster, CH3Br3SSi overall in a non-equilibrium geometry from the Open Molecules 2025 dataset. Energies are from the ωB97M-V functional and the def2-TZVPD basis.

Geometry as XYZ:
```
9
Properties=species:S:1:pos:R:3
H -1.35 0.26 2.24
S 0.50 0.72 1.03
H 0.10 -0.33 3.23
Br 2.43 -0.97 -1.86
Br -0.91 -2.27 -2.58
C -0.35 0.18 2.41
Br -0.23 1.23 -3.15
Si 0.25 -0.47 -1.74
H -0.44 1.66 0.42
```

For the relative energy (zero: lowest compared OMol25 entry of this formula, charge and spin), the calculation gives 76.2 kcal/mol. For the gap between HOMO and LUMO (spin up / spin down), the calculation gives 7.25 / 6.41 eV. The value obtained for the HOMO energy (spin up / spin down) is -0.2964 / -0.3048 hartree.

Entry 12:
Here is a 2-piece molecular cluster, CH3BrClOP overall in a non-equilibrium geometry from the Open Molecules 2025 dataset. Energies are from the ωB97M-V functional and the def2-TZVPD basis.

Geometry as XYZ:
```
8
Properties=species:S:1:pos:R:3
H 0.82 -1.38 0.49
H 0.68 -0.77 -1.09
H 1.92 0.01 0.10
P -0.38 0.69 0.34
C 0.90 -0.53 -0.16
O -0.34 1.27 1.68
Br -2.80 -1.31 -0.33
Cl -0.79 2.02 -1.03
```

For the relative energy (zero: lowest compared OMol25 entry of this formula, charge and spin), the calculation gives 53.9 kcal/mol. For the gap between HOMO and LUMO (spin up / spin down), the calculation gives 7.04 / 7.04 eV. The value obtained for the HOMO energy (spin up / spin down) is -0.3472 / -0.3472 hartree.